Below is C31H41B2InN12OS2 as an isolated structure, with properties calculated with ωB97M-V with the def2-TZVPD basis set.

```
90
Properties=species:S:1:pos:R:3:mulliken_spin:R:1
In -0.12552 -0.06891 -0.28926 0.02
C -2.66595 -0.76065 -3.05724 0.00
C -3.12424 -0.48887 -1.66251 0.00
C -4.37870 -0.03627 -1.25187 0.00
C -4.29652 0.08939 0.12101 0.00
N -3.07176 -0.28173 0.51054 0.00
N -2.33411 -0.65261 -0.58176 0.00
B -2.51157 -0.27709 1.97565 0.01
N -1.47119 -1.42673 2.14029 0.01
C -1.42555 -2.34920 3.11482 0.00
C -0.33573 -3.16495 2.89966 0.00
C 0.27492 -2.67185 1.74212 -0.02
C 1.48927 -3.19092 1.04336 0.04
N -0.42272 -1.61932 1.29353 -0.04
N -1.75110 1.05449 2.20661 0.00
C -2.01848 2.12160 2.97885 0.00
C -0.97483 3.01595 2.85720 0.00
C -0.07309 2.41220 1.98115 0.00
C 1.26771 2.91660 1.55939 0.01
N -0.54590 1.22997 1.58222 0.01
N -3.66830 -0.52667 2.92163 0.00
C -4.52092 -1.58114 2.80605 0.00
C -5.43009 -1.48972 3.82084 0.00
C -5.06791 -0.31426 4.52618 0.00
C -5.73331 0.28058 5.72938 0.00
N -4.01241 0.25908 3.97986 0.00
H -3.51448 -0.70077 -3.73740 0.00
H -1.92628 -0.01875 -3.36944 0.00
H -2.21338 -1.74486 -3.14714 0.00
H -5.22995 0.17600 -1.87958 0.00
H -5.03579 0.40702 0.84324 0.00
H -2.16526 -2.36521 3.90139 0.00
H -0.01356 -3.99891 3.50361 0.00
H 2.23099 -3.51968 1.77238 0.00
H 1.22853 -4.05044 0.42407 0.00
H 1.93562 -2.42743 0.40737 -0.03
H -2.91508 2.14533 3.57564 0.00
H -0.86598 3.96673 3.35730 0.00
H 1.30452 4.00043 1.65435 0.00
H 2.05730 2.50653 2.19062 0.00
H 1.48083 2.64810 0.52265 0.00
H -4.40674 -2.31649 2.02041 0.00
H -6.24819 -2.16196 4.03310 0.00
H -6.54882 -0.35668 6.06504 0.00
H -5.02524 0.39655 6.54998 0.00
H -6.14102 1.26610 5.50187 0.00
C 0.35239 4.83832 -1.22974 0.00
N 0.93761 3.81833 -2.09493 0.00
C 2.05776 4.00688 -2.89073 0.00
C 2.14376 2.92674 -3.69076 0.00
N 1.09186 2.07757 -3.39114 0.00
B 0.55719 1.01575 -4.40926 0.00
N 0.89071 -0.49378 -4.02661 0.00
C 0.67600 -1.45141 -4.99723 0.00
C 1.23121 -2.61025 -4.58258 0.00
N 1.76756 -2.36124 -3.33881 0.00
C 2.54252 -3.31256 -2.54456 0.00
C 1.52534 -1.07205 -3.00618 0.00
S 2.05542 -0.39979 -1.49195 -0.01
C 0.38888 2.61879 -2.38970 0.00
S -1.00537 1.93994 -1.63079 0.00
H 1.14937 5.39705 -0.74763 0.00
H -0.27470 4.36125 -0.48603 0.00
H -0.25956 5.51860 -1.81839 0.00
H 2.65041 4.90558 -2.83961 0.00
H 2.85325 2.69288 -4.46626 0.00
H 1.13848 1.22645 -5.44723 0.00
H -0.64171 1.11816 -4.51192 0.00
H 0.17656 -1.21029 -5.92163 0.00
H 1.30719 -3.57241 -5.06228 0.00
H 2.38923 -4.30671 -2.95538 0.00
H 2.21294 -3.28268 -1.51249 0.00
H 3.60152 -3.07065 -2.58352 0.00
C 2.84921 -0.26119 1.79924 0.37
C 4.05410 -0.03147 1.10820 -0.07
C 4.31674 1.16643 0.39606 0.17
C 5.50664 1.35051 -0.27729 -0.11
C 6.48269 0.35319 -0.27065 0.21
C 6.24801 -0.83632 0.41878 -0.10
C 5.06146 -1.02861 1.09221 0.19
H 2.07591 0.49068 1.90365 0.23
H 2.71850 -1.17741 2.36412 0.02
H 3.56348 1.94475 0.38019 0.05
H 5.68447 2.27521 -0.81351 0.00
H 7.42032 0.50546 -0.79180 0.01
H 7.00604 -1.61030 0.42935 0.00
H 4.88472 -1.95537 1.62968 0.01
O -0.53659 -2.68069 -1.51270 0.00
H -1.31685 -2.63777 -0.93745 0.00
H -0.59467 -3.51618 -1.98792 0.00
```

Summary:
Total charge: +1
Multiplicity: 2
Lowest unoccupied orbital energy (spin up / spin down), hartree: -0.08755 / -0.10828
Orbital gap (spin up / spin down), eV: 7.2 / 7.9
<S²>: 0.7895